Run P
This record from the OMol25 dataset describes the ion C6H13NO with charge +1. The level of theory is the ωB97M-V functional and the def2-TZVPD basis.

Positions of all 21 atoms, in Å:
C (-0.935, 1.054, 0.670)
C (-2.136, 2.059, 0.551)
C (-0.187, 0.882, -0.601)
N (0.857, -0.262, -0.209)
C (1.996, -0.453, -1.245)
C (0.247, -1.581, -0.019)
C (1.083, -2.301, 0.987)
O (1.919, -3.151, 0.816)
H (-1.596, 0.154, 1.072)
H (-0.210, 1.267, 1.522)
H (-2.110, 2.637, 1.497)
H (-2.121, 2.801, -0.284)
H (-3.120, 1.709, 0.476)
H (-0.978, 0.320, -1.285)
H (0.354, 1.768, -0.952)
H (2.465, -1.479, -1.416)
H (1.665, 0.011, -2.140)
H (2.865, 0.136, -0.849)
H (0.157, -2.315, -0.947)
H (-0.838, -1.435, 0.456)
H (0.623, -1.821, 1.899)

Computed properties:
Spin multiplicity: 2
⟨S²⟩: 0.76
HOMO level (spin up / spin down) in eV: -14.7 / -14.6
Lowest unoccupied orbital energy (spin up / spin down) in eV: -3.72 / -8.15
Orbital gap (spin up / spin down) in eV: 10.99 / 6.44
Net charge: +1

=====

Run Q
This record from the OMol25 dataset describes the ion C6H13NO with charge +1. The level of theory is the ωB97M-V functional and the def2-TZVPD basis.

Positions of all 21 atoms, in Å:
C (2.795, -1.581, -0.241)
C (2.358, -0.149, 0.100)
N (0.969, -0.150, 0.490)
C (-0.048, 0.510, -0.203)
C (-1.471, 0.224, 0.177)
C (-2.027, 1.395, 1.027)
C (-2.281, -0.008, -1.104)
O (0.305, 1.299, -1.059)
H (2.151, -2.057, -0.981)
H (2.835, -2.211, 0.643)
H (3.819, -1.522, -0.605)
H (2.938, 0.207, 0.964)
H (2.449, 0.531, -0.741)
H (0.711, -0.782, 1.254)
H (-1.513, -0.677, 0.786)
H (-2.192, 1.091, 2.065)
H (-2.984, 1.742, 0.651)
H (-1.349, 2.246, 1.053)
H (-2.006, -0.937, -1.601)
H (-2.109, 0.822, -1.784)
H (-3.351, 0.006, -0.891)

Computed properties:
Spin multiplicity: 2
⟨S²⟩: 0.77
HOMO level (spin up / spin down) in eV: -15.9 / -15.7
Lowest unoccupied orbital energy (spin up / spin down) in eV: -3.28 / -8.80
Orbital gap (spin up / spin down) in eV: 12.66 / 6.94
Net charge: +1

=====

Tell me which of them is the least stable. Sure, it is run P.

=====

Run P
This record from the OMol25 dataset describes an isolated molecule of C6H10O2S. The level of theory is the ωB97M-V functional and the def2-TZVPD basis.

Positions of all 19 atoms, in Å:
C (0.499, 0.654, 1.311)
C (1.795, 0.652, 1.137)
C (-0.522, 0.338, 0.196)
C (-0.082, -0.859, -0.493)
C (-0.554, 1.568, -0.822)
C (-0.564, -2.059, -0.466)
O (4.017, 0.369, 0.041)
O (2.488, -1.571, 0.095)
S (2.689, 0.100, -0.317)
H (0.033, 0.998, 2.252)
H (2.390, 0.496, 1.997)
H (-1.538, 0.356, 0.728)
H (0.600, -0.572, -1.331)
H (-0.610, 2.444, -0.259)
H (-1.459, 1.525, -1.470)
H (0.244, 1.681, -1.694)
H (3.517, -2.179, -0.070)
H (0.104, -2.836, -0.776)
H (-1.253, -2.430, 0.261)

Computed properties:
HOMO level in eV: -9.3
Lowest unoccupied orbital energy in eV: 0.30
Orbital gap in eV: 9.63
Net charge: 0

=====

Run Q
This record from the OMol25 dataset describes an isolated molecule of C6H10O2S. The level of theory is the ωB97M-V functional and the def2-TZVPD basis.

Positions of all 19 atoms, in Å:
C (0.150, 1.293, 0.077)
C (1.492, 1.161, 0.814)
C (0.800, -1.470, 0.154)
C (-0.590, 0.015, -0.191)
C (-1.475, -0.345, 0.982)
C (-1.104, 0.000, -1.584)
O (-0.184, 2.387, -0.295)
O (3.033, -0.429, -0.668)
S (2.256, -0.567, 0.585)
H (2.241, 1.853, 0.488)
H (1.360, 1.387, 1.806)
H (0.110, -1.936, 0.920)
H (0.685, -1.968, -0.795)
H (-0.910, -0.297, 1.933)
H (-1.729, -1.410, 0.863)
H (-2.320, 0.275, 0.988)
H (-1.211, -0.961, -2.093)
H (-0.496, 0.613, -2.303)
H (-2.107, 0.398, -1.681)

Computed properties:
HOMO level in eV: -8.7
Lowest unoccupied orbital energy in eV: 0.31
Orbital gap in eV: 8.97
Net charge: 0

=====

Tell me which of them is the least stable. Sure, it is run P.

=====

Run P
This record from the OMol25 dataset describes an isolated molecule of C3H5NS3. The level of theory is the ωB97M-V functional and the def2-TZVPD basis.

Positions of all 12 atoms, in Å:
C (-1.584, -1.185, 0.700)
C (-0.719, 0.815, -0.684)
C (0.694, 0.786, -0.948)
H (-0.541, -1.326, 1.139)
H (-2.249, -0.429, 1.274)
H (-2.126, -2.124, 0.874)
H (1.044, 0.680, -2.116)
H (3.529, 0.517, 1.117)
N (1.494, 0.594, 0.055)
S (-1.331, -0.760, -0.991)
S (-1.274, 2.281, -0.109)
S (3.063, 0.151, -0.310)

Computed properties:
HOMO level in eV: -8.6
Lowest unoccupied orbital energy in eV: -1.11
Orbital gap in eV: 7.50
Net charge: 0

=====

Run Q
This record from the OMol25 dataset describes an isolated molecule of C3H5NS3. The level of theory is the ωB97M-V functional and the def2-TZVPD basis.

Positions of all 12 atoms, in Å:
C (0.072, 0.941, 0.493)
C (-1.461, 0.637, 0.479)
C (-0.040, -1.278, -0.664)
H (2.648, -1.427, -0.596)
H (0.291, 1.947, -0.134)
H (0.649, 0.956, 1.501)
H (-2.190, 1.311, -0.193)
H (-1.850, 0.775, 1.591)
N (0.601, -0.140, -0.465)
S (2.308, 0.015, -0.836)
S (-1.600, -1.094, 0.163)
S (0.572, -2.643, -1.338)

Computed properties:
HOMO level in eV: -8.5
Lowest unoccupied orbital energy in eV: 0.48
Orbital gap in eV: 9.02
SMILES: S=C1SCCN1S
Net charge: 0

=====

Tell me which of them is the least stable. Sure, it is run P.

=====

Run P
This record from the OMol25 dataset describes an isolated molecule of C19H20BNO5. The level of theory is the ωB97M-V functional and the def2-TZVPD basis.

Positions of all 46 atoms, in Å:
O (-0.488, 0.220, 1.772)
O (2.092, -0.532, 1.712)
O (3.736, -0.681, -0.130)
O (0.158, -2.811, -3.972)
O (1.063, 3.495, 2.401)
B (2.402, -0.475, 0.387)
C (-0.343, 1.210, 1.037)
C (0.028, -1.587, -3.447)
C (1.083, -1.352, -2.537)
C (-5.173, 2.285, 2.448)
C (2.536, -5.260, -2.603)
C (3.302, -4.315, -1.908)
C (-4.474, 1.131, 2.077)
C (-4.520, 3.524, 2.498)
C (1.489, -4.836, -3.352)
C (2.857, -3.028, -1.698)
C (-3.129, 1.162, 1.776)
C (-3.182, 3.582, 2.096)
C (1.168, -3.449, -3.274)
C (1.748, -2.576, -2.389)
C (-2.504, 2.407, 1.769)
N (0.493, 1.187, -0.057)
C (-0.246, 2.976, 2.695)
C (1.349, 0.033, -2.002)
C (-1.016, 2.463, 1.468)
C (1.131, -0.007, -0.500)
H (1.135, -0.329, 1.775)
H (4.516, -0.755, 0.391)
H (1.476, 2.855, 1.782)
H (-0.481, -0.755, -3.837)
H (-6.224, 2.266, 2.647)
H (2.817, -6.339, -2.542)
H (4.251, -4.573, -1.403)
H (-4.999, 0.130, 2.134)
H (-5.188, 4.355, 2.798)
H (1.025, -5.486, -4.082)
H (3.390, -2.391, -1.028)
H (-2.676, 0.204, 1.426)
H (-2.645, 4.551, 2.139)
H (0.765, 2.070, -0.605)
H (-0.289, 2.039, 3.357)
H (-0.803, 3.817, 3.198)
H (0.558, 0.660, -2.459)
H (2.312, 0.394, -2.298)
H (-0.844, 3.253, 0.759)
H (0.343, -0.736, -0.419)

Computed properties:
HOMO level in eV: -8.3
Lowest unoccupied orbital energy in eV: 0.35
Orbital gap in eV: 8.62
SMILES: O=C(N[C@@H](Cc1coc2ccccc12)B(O)O)[C@H](CO)c1ccccc1
Net charge: 0

=====

Run Q
This record from the OMol25 dataset describes an isolated molecule of C19H20BNO5. The level of theory is the ωB97M-V functional and the def2-TZVPD basis.

Positions of all 46 atoms, in Å:
O (0.556, 1.094, -2.465)
O (-0.316, -0.945, -4.178)
O (-0.561, -3.259, -3.506)
O (0.491, -1.889, 2.742)
O (0.200, 2.845, -0.264)
B (-0.217, -1.970, -3.240)
C (-0.197, 0.779, -1.567)
C (0.128, -2.641, 1.685)
C (0.806, -2.334, 0.538)
C (-3.146, 0.189, 2.460)
C (2.815, 0.920, 2.140)
C (3.116, 0.621, 0.796)
C (-1.782, 0.294, 2.585)
C (-3.744, 0.711, 1.318)
C (2.037, 0.098, 2.905)
C (2.597, -0.480, 0.172)
C (-1.027, 0.915, 1.618)
C (-2.948, 1.257, 0.318)
C (1.441, -1.010, 2.270)
C (1.699, -1.286, 0.875)
C (-1.585, 1.370, 0.451)
N (-0.497, -0.546, -1.271)
C (0.819, 3.617, -1.285)
C (0.405, -2.766, -0.844)
C (-0.789, 1.901, -0.725)
C (0.302, -1.626, -1.805)
H (0.027, -0.162, -3.718)
H (-0.862, -3.262, -4.419)
H (-0.705, -3.371, 1.708)
H (-3.743, -0.307, 3.221)
H (3.307, 1.776, 2.608)
H (3.822, 1.250, 0.289)
H (-1.244, -0.050, 3.452)
H (-4.808, 0.736, 1.199)
H (1.804, 0.273, 3.927)
H (2.951, -0.743, -0.793)
H (0.019, 1.149, 1.780)
H (-3.347, 1.753, -0.521)
H (-1.039, -0.766, -0.467)
H (1.774, 3.971, -0.908)
H (1.007, 3.069, -2.215)
H (0.115, 4.420, -1.504)
H (1.035, -3.595, -1.229)
H (-0.584, -3.241, -0.757)
H (-1.433, 2.453, -1.364)
H (1.304, -1.213, -2.014)

Computed properties:
HOMO level in eV: -8.5
Lowest unoccupied orbital energy in eV: 0.56
Orbital gap in eV: 9.02
SMILES: CO[C@@H](C(=O)N[C@@H](Cc1coc2ccccc12)B(O)O)c1ccccc1
Net charge: 0

=====

Tell me which of them is the least stable. Sure, it is run P.